{"formula": "C26H32N3O5P2S2Ta", "method": "ωB97M-V with the def2-TZVPD basis set", "symbols": ["Ta", "O", "C", "O", "C", "C", "C", "C", "C", "O", "C", "C", "O", "O", "H", "H", "H", "H", "H", "H", "H", "H", "C", "S", "C", "S", "N", "N", "C", "C", "C", "C", "C", "C", "N", "H", "H", "H", "H", "H", "H", "H", "H", "C", "P", "C", "C", "C", "C", "C", "C", "C", "P", "C", "C", "H", "H", "H", "H", "H", "H", "H", "H", "H", "H", "H", "H", "H", "H", "H", "H"], "positions_angstrom": [[-0.2345, -0.3896, 0.0817], [-3.9689, -0.0765, 0.2786], [-3.1446, -0.6665, -0.3555], [-1.9970, -0.0748, -0.7750], [-3.2288, -2.1339, -0.6936], [-2.2464, -2.4863, -1.8163], [-2.4468, -3.9194, -2.2930], [-1.8334, -4.7295, -1.1271], [-1.4234, -3.6273, -0.1628], [-0.9930, -2.5556, -1.0656], [-2.6641, -2.9965, 0.5000], [-2.2391, -2.1854, 1.7070], [-2.6939, -2.2318, 2.8001], [-1.1632, -1.3798, 1.4138], [-4.2643, -2.3881, -0.9052], [-2.1614, -1.7374, -2.5965], [-1.9163, -4.0954, -3.2258], [-3.5011, -4.1344, -2.4593], [-0.9568, -5.2886, -1.4479], [-2.5308, -5.4269, -0.6672], [-0.6175, -3.8753, 0.5183], [-3.3838, -3.7368, 0.8379], [3.3533, -4.1070, -2.7805], [2.8853, -4.0858, -1.0413], [2.0133, -2.6092, -0.9273], [1.4168, -2.2280, 0.6590], [1.8268, -1.8696, -1.9736], [1.1159, -0.7269, -1.7208], [1.2189, 0.1737, -2.6258], [0.5712, 1.4497, -2.4097], [0.6148, 2.4553, -3.3555], [-0.0577, 3.6438, -3.1038], [-0.7685, 3.7575, -1.9242], [-0.7654, 2.6985, -1.0302], [-0.0815, 1.5738, -1.2348], [3.8917, -5.0419, -2.9213], [2.4684, -4.0886, -3.4102], [4.0030, -3.2670, -3.0080], [1.8103, -0.0248, -3.5138], [1.1575, 2.2952, -4.2774], [-0.0413, 4.4498, -3.8247], [-1.3377, 4.6454, -1.6887], [-1.3557, 2.7600, -0.1331], [2.7360, 0.1189, 2.5828], [1.9748, 0.7921, 1.0752], [3.3594, 0.8535, -0.0929], [1.5902, 2.4999, 1.5429], [2.5321, 3.5218, 1.5155], [2.1989, 4.7867, 1.9823], [0.9319, 5.0305, 2.4916], [-0.0148, 4.0150, 2.5219], [0.3064, 2.7484, 2.0433], [-0.9091, 1.4010, 2.0011], [-2.5543, 2.1630, 2.0083], [-0.8812, 0.5591, 3.6075], [3.5611, 0.7768, 2.8592], [3.1100, -0.8853, 2.3977], [2.0274, 0.0953, 3.4076], [4.2400, 1.2684, 0.3966], [3.1043, 1.4730, -0.9524], [3.5922, -0.1587, -0.4243], [3.5298, 3.3439, 1.1349], [2.9337, 5.5800, 1.9558], [0.6785, 6.0133, 2.8655], [-1.0015, 4.2194, 2.9185], [-2.6176, 3.0389, 1.3668], [-2.7847, 2.4546, 3.0335], [-3.2832, 1.4285, 1.6663], [-0.8813, 1.3039, 4.4036], [-0.0280, -0.1045, 3.7203], [-1.7815, -0.0555, 3.6700]], "forces_ev_per_angstrom": [[-0.4, -0.4, -0.3], [0.0, 0.0, -0.1], [-0.1, -0.2, -0.1], [0.2, 0.4, 0.3], [0.1, 0.0, 0.0], [0.0, -0.1, 0.0], [0.0, 0.0, 0.0], [0.0, 0.0, 0.0], [0.0, 0.0, 0.0], [0.0, 0.1, 0.1], [0.0, 0.1, -0.1], [-0.1, -0.3, 0.0], [0.0, 0.1, 0.0], [-0.1, 0.2, 0.3], [0.0, 0.0, 0.0], [0.0, 0.0, 0.0], [0.0, 0.0, 0.0], [0.0, 0.0, 0.0], [0.0, 0.0, 0.0], [0.0, 0.0, 0.0], [0.0, 0.0, 0.0], [0.0, 0.0, 0.0], [0.0, 0.0, 0.0], [0.0, -0.1, 0.1], [-0.1, 0.0, -0.1], [0.2, -0.1, 0.0], [0.1, -0.1, -0.1], [-0.1, 0.2, 0.2], [0.0, 0.0, -0.1], [0.0, 0.1, 0.0], [0.0, 0.0, -0.1], [0.0, 0.0, 0.0], [0.0, 0.0, 0.0], [0.0, 0.1, 0.0], [0.0, -0.2, 0.1], [0.0, 0.0, 0.0], [0.0, 0.0, 0.0], [0.0, 0.0, 0.0], [0.0, 0.0, 0.0], [0.0, 0.0, 0.0], [0.0, 0.0, 0.0], [0.0, 0.0, 0.0], [0.0, 0.0, 0.0], [0.0, 0.0, 0.0], [0.1, 0.1, -0.1], [-0.1, 0.0, -0.1], [0.0, 0.0, 0.0], [0.0, 0.0, 0.0], [0.0, 0.0, 0.0], [0.0, 0.0, 0.0], [0.0, 0.0, 0.0], [-0.1, 0.0, 0.0], [0.2, 0.0, 0.0], [0.0, -0.1, 0.0], [0.0, -0.1, 0.0], [0.0, 0.0, 0.0], [0.0, 0.0, 0.0], [0.0, 0.0, 0.0], [0.0, 0.0, 0.0], [0.0, 0.0, 0.0], [0.0, 0.0, 0.0], [0.0, 0.0, 0.0], [0.0, 0.0, 0.0], [0.0, 0.0, 0.0], [0.0, 0.0, 0.0], [0.0, 0.0, 0.0], [0.0, 0.0, 0.0], [0.0, 0.0, 0.0], [0.0, 0.0, 0.0], [0.0, 0.0, 0.0], [0.0, 0.0, 0.0]], "orbital_gap_ev": 6.75, "e_homo_ev": -14.16, "energy_ha": -3086.207094, "total_charge": 2, "relative_energy_ev": 0.289}